(1)
Entry from the Open Molecules 2025 dataset: one molecule with the formula C5H10N2 (wB97M-V/def2-TZVPD).

Properties
Kohn-Sham gap   8.768 eV
Electronic energy   -305.89595 Eh
Energy relative to the best compared isomer or geometry (same formula, charge and spin)   80.3 kcal/mol
SMILES   C=NC(=C)CCN
HOMO energy   -8.46 eV
Charge   0
LUMO   0.3 eV

Each line ends with the natural charge from an NBO analysis.
Positions of all 17 atoms, in Å:
C1 2.466 0.833 0.025  -0.05
N1 1.400 0.985 -0.738  -0.38
C2 0.203 1.122 -0.005  0.18
C3 -0.071 1.910 1.104  -0.49
C4 -0.804 0.075 -0.342  -0.47
C5 -0.425 -1.425 -0.373  -0.20
N2 -1.647 -2.261 -0.379  -0.86
H1 2.272 0.978 1.072  0.16
H2 3.432 0.819 -0.363  0.18
H3 -0.915 2.634 1.192  0.23
H4 0.730 2.250 1.741  0.18
H5 -1.659 0.104 0.396  0.23
H6 -1.465 0.279 -1.270  0.20
H7 0.178 -1.818 -1.191  0.18
H8 0.089 -1.584 0.608  0.17
H9 -2.388 -1.728 -0.774  0.36
H10 -1.394 -3.171 -0.704  0.37

(2)
Entry from the Open Molecules 2025 dataset: a 2-piece molecular cluster, C17H12BF11N2O6S overall (wB97M-V/def2-TZVPD).

Properties
Kohn-Sham gap   5.240 eV
Electronic energy   -2737.27331 Eh
HOMO energy   -8.46 eV
Charge   0
LUMO   -3.2 eV

Each line ends with the natural charge from an NBO analysis.
Positions of all 50 atoms, in Å:
O1 1.210 -2.737 1.603  -0.80
S1 1.294 -3.508 0.320  2.08
O2 1.143 -4.976 0.689  -0.81
N1 0.031 -3.134 -0.809  -0.59
C1 0.191 -3.179 -2.263  0.25
N2 -0.997 -2.785 -2.969  -0.48
C2 -1.966 -2.522 -1.912  -0.04
C3 -1.359 -2.713 -0.484  0.25
C4 -2.039 -2.493 0.954  -0.47
C5 -3.206 -1.349 0.907  -0.42
C6 -2.529 -0.058 0.200  -0.06
C7 -3.217 0.478 -1.116  -0.27
C8 -2.655 1.709 -1.929  -0.21
C9 -1.358 2.403 -1.393  -0.18
C10 -0.687 1.862 -0.092  -0.19
C11 -1.241 0.646 0.725  -0.25
C12 3.018 -3.328 -0.376  0.45
F1 3.916 -3.805 0.603  -0.26
F2 3.098 -4.264 -1.477  -0.31
C13 3.369 -1.859 -0.953  0.59
F3 2.185 -1.061 -1.161  -0.30
F4 3.889 -2.082 -2.285  -0.30
C14 4.524 -1.074 -0.160  0.57
F5 4.749 0.146 -0.899  -0.29
F6 5.782 -1.745 -0.143  -0.28
C15 4.148 -0.619 1.335  0.92
F7 4.945 0.549 1.608  -0.30
F8 4.480 -1.555 2.342  -0.30
F9 2.803 -0.227 1.516  -0.29
H1 1.131 -3.440 -2.867  0.28
H2 -1.201 -2.685 -3.973  0.48
H3 -3.061 -2.205 -1.993  0.29
H4 -2.410 -3.475 1.437  0.26
H5 -1.243 -2.081 1.685  0.27
H6 -3.999 -1.756 0.168  0.21
H7 -3.638 -1.114 1.938  0.26
H8 -4.170 -0.003 -1.561  0.21
H9 -3.139 2.078 -2.905  0.24
H10 -0.921 3.284 -1.984  0.27
H11 0.281 2.360 0.286  0.26
H12 -0.749 0.228 1.666  0.23
B1 -0.250 5.798 2.507  1.26
O3 -0.236 5.307 1.117  -0.66
C16 -1.459 5.479 0.623  0.67
O4 -1.787 5.176 -0.503  -0.59
C17 -2.321 6.080 1.642  0.66
O5 -3.489 6.364 1.511  -0.56
O6 -1.621 6.274 2.758  -0.65
F10 0.683 6.876 2.658  -0.55
F11 0.078 4.732 3.410  -0.56

(3)
Entry from the Open Molecules 2025 dataset: a 6-piece molecular cluster, C23H62N5O6 overall (wB97M-V/def2-TZVPD).

Properties
Kohn-Sham gap   2.940 eV
Electronic energy   -1638.53035 Eh
HOMO energy   -0.94 eV
Charge   -1
LUMO   2.0 eV

Each line ends with the Mulliken charge.
Positions of all 96 atoms, in Å:
C1 -1.230 -5.849 -0.620  -0.71
O1 -2.196 -5.721 0.486  -0.29
C2 -3.326 -5.039 0.111  0.01
C3 -4.399 -5.918 -0.575  -1.11
H1 -1.051 -6.935 -0.741  0.06
H2 -1.656 -5.441 -1.555  -0.09
H3 -3.113 -4.189 -0.551  -0.08
H4 -3.780 -4.612 1.013  0.37
H5 -5.232 -6.143 0.096  0.31
H6 -4.840 -5.399 -1.431  0.28
H7 -4.006 -6.862 -0.945  0.33
C4 1.343 -0.311 -1.015  -1.62
C5 0.195 -0.119 -2.000  2.22
C6 -0.764 -1.318 -2.077  -0.98
O2 -0.271 -2.421 -2.801  -0.28
C7 0.612 -3.265 -2.061  -0.97
N1 0.745 0.227 -3.316  -0.83
H8 2.126 -0.956 -1.411  0.37
H9 1.808 0.650 -0.786  0.35
H10 0.989 -0.742 -0.077  0.34
H11 -0.394 0.736 -1.648  -0.94
H12 -1.661 -0.997 -2.618  0.37
H13 -1.090 -1.634 -1.079  0.41
H14 0.335 -3.330 -1.009  0.43
H15 1.649 -2.920 -2.168  0.26
H16 0.551 -4.265 -2.484  0.24
H17 -0.021 0.462 -3.941  0.32
H18 1.130 -0.626 -3.712  0.33
C8 0.256 -6.061 -7.472  -1.46
C9 -0.983 -5.615 -6.702  0.33
C10 -0.763 -5.486 -5.186  -0.41
O3 -0.724 -6.716 -4.493  -0.34
C11 0.519 -7.386 -4.526  -0.77
N2 -2.091 -6.522 -7.017  -0.78
H19 0.442 -7.130 -7.371  0.30
H20 0.131 -5.859 -8.538  0.36
H21 1.145 -5.525 -7.132  0.33
H22 -1.249 -4.619 -7.069  0.42
H23 -1.616 -4.948 -4.766  0.23
H24 0.128 -4.887 -4.958  0.26
H25 1.358 -6.684 -4.516  0.32
H26 0.589 -8.041 -5.400  0.26
H27 0.577 -8.008 -3.634  0.29
H28 -2.941 -6.161 -6.594  0.29
H29 -1.921 -7.389 -6.516  0.34
C12 4.943 3.149 3.706  -1.61
C13 3.816 3.269 2.684  1.32
C14 2.921 2.022 2.594  -0.48
O4 3.472 0.930 1.887  -0.29
C15 4.369 0.119 2.624  -0.77
N3 4.390 3.633 1.386  -0.74
H30 5.772 2.545 3.339  0.39
H31 5.347 4.136 3.937  0.38
H32 4.584 2.708 4.639  0.35
H33 3.172 4.089 3.010  -0.42
H34 2.027 2.297 2.028  -0.03
H35 2.580 1.702 3.587  0.43
H36 4.081 0.049 3.677  0.33
H37 5.393 0.493 2.540  0.25
H38 4.343 -0.879 2.189  0.27
H39 3.635 3.822 0.732  0.30
H40 4.837 2.804 1.006  0.34
C16 -0.198 6.981 6.690  -1.47
C17 -0.875 6.141 5.611  0.37
C18 0.058 5.117 4.942  -0.66
O5 0.960 5.669 3.999  -0.33
C19 2.146 6.225 4.536  -0.88
N4 -1.493 7.034 4.628  -0.77
H41 0.425 7.769 6.269  0.30
H42 -0.949 7.468 7.311  0.37
H43 0.424 6.362 7.340  0.34
H44 -1.672 5.571 6.098  0.42
H45 -0.559 4.422 4.367  0.27
H46 0.598 4.517 5.685  0.46
H47 2.498 5.662 5.406  0.38
H48 2.016 7.277 4.799  0.29
H49 2.905 6.169 3.756  0.31
H50 -2.039 6.479 3.973  0.25
H51 -0.746 7.421 4.058  0.36
C20 -3.373 3.542 -0.584  -1.53
C21 -2.119 3.872 0.218  0.20
C22 -1.076 2.741 0.241  -0.01
O6 -1.388 1.662 1.102  -0.33
C23 -2.281 0.702 0.561  -0.75
N5 -2.510 4.280 1.572  -0.71
H52 -4.049 2.883 -0.041  0.29
H53 -3.929 4.455 -0.805  0.39
H54 -3.120 3.067 -1.534  0.35
H55 -1.642 4.730 -0.265  0.48
H56 -0.142 3.156 0.631  0.16
H57 -0.861 2.372 -0.770  0.00
H58 -2.130 0.568 -0.514  0.24
H59 -3.319 0.978 0.761  0.26
H60 -2.087 -0.248 1.058  0.32
H61 -1.681 4.600 2.066  0.20
H62 -2.783 3.440 2.075  0.35